{"formula": "C5H8O", "method": "ωB97M-V/def2-TZVPD", "e_tot_ha": -270.50483, "e_above_lowest_kcal_mol": 33.3, "multiplicity": 1, "smiles": "C1OC[C@H]2C[C@@H]12", "homo_lumo_gap_ha": 0.4061, "lumo_ev": 1.15, "e_homo_ev": -9.898, "elements": ["O", "C", "C", "C", "C", "C", "H", "H", "H", "H", "H", "H", "H", "H"], "positions_angstrom": [[0.004, 0.898, -1.265], [-1.063, -1.047, 0.305], [-0.222, 1.394, 0.040], [-0.389, 0.153, 0.906], [0.961, -0.115, -1.026], [0.424, -0.885, 0.172], [1.138, -0.665, -1.953], [-1.042, 2.114, 0.008], [-0.351, 0.273, 1.984], [1.892, 0.384, -0.689], [-1.379, -1.801, 1.022], [1.094, -1.572, 0.679], [-1.716, -0.946, -0.558], [0.714, 1.887, 0.372]]}

---

{"formula": "C2H6NO2P", "method": "ωB97M-V/def2-TZVPD", "e_tot_ha": -626.27401, "e_above_lowest_kcal_mol": 91.9, "multiplicity": 1, "homo_lumo_gap_ha": [0.2943, 0.3020], "lumo_ev": [-0.15, -0.84], "e_homo_ev": [-8.154, -9.057], "elements": ["P", "O", "O", "N", "C", "C", "H", "H", "H", "H", "H", "H"], "positions_angstrom": [[0.244, 0.135, -0.405], [0.640, 0.845, -1.673], [3.731, -0.562, 0.736], [3.007, 0.063, 1.443], [-0.897, -1.243, -0.681], [-0.730, 1.209, 0.702], [-1.051, -1.308, -1.781], [-1.155, 0.513, 1.386], [-1.790, -0.948, -0.184], [-0.400, -2.239, -0.453], [-0.091, 2.049, 0.906], [-1.508, 1.487, 0.003]]}

---

{"formula": "C39H106N6O11", "method": "ωB97M-V/def2-TZVPD", "e_tot_ha": -2705.48209, "e_above_lowest_kcal_mol": 29.2, "multiplicity": 1, "smiles": "COC[C@H](C)N.COC[C@H](C)N.COC[C@H](C)N.COC[C@H](C)N.COC[C@H](C)N.COC[C@H](C)N.CC(C)O.CC(C)O.CC(C)O.CC(C)O.CC(C)O", "homo_lumo_gap_ha": 0.3559, "lumo_ev": 0.71, "e_homo_ev": -8.972, "elements": ["O", "O", "O", "O", "O", "O", "O", "O", "O", "O", "O", "N", "N", "N", "N", "N", "N", "C", "C", "C", "C", "C", "C", "C", "C", "C", "C", "C", "C", "C", "C", "C", "C", "C", "C", "C", "C", "C", "C", "C", "C", "C", "C", "C", "C", "C", "C", "C", "C", "C", "C", "C", "C", "C", "C", "C", "H", "H", "H", "H", "H", "H", "H", "H", "H", "H", "H", "H", "H", "H", "H", "H", "H", "H", "H", "H", "H", "H", "H", "H", "H", "H", "H", "H", "H", "H", "H", "H", "H", "H", "H", "H", "H", "H", "H", "H", "H", "H", "H", "H", "H", "H", "H", "H", "H", "H", "H", "H", "H", "H", "H", "H", "H", "H", "H", "H", "H", "H", "H", "H", "H", "H", "H", "H", "H", "H", "H", "H", "H", "H", "H", "H", "H", "H", "H", "H", "H", "H", "H", "H", "H", "H", "H", "H", "H", "H", "H", "H", "H", "H", "H", "H", "H", "H", "H", "H", "H", "H", "H", "H", "H", "H"], "positions_angstrom": [[18.268, 1.460, 13.060], [18.499, 1.983, 22.002], [27.669, 4.738, 16.914], [20.628, 1.937, 23.966], [21.809, 2.242, 19.335], [20.417, 5.987, 16.982], [23.016, 1.374, 14.649], [26.578, 1.238, 20.128], [15.627, -1.545, 17.500], [24.157, 6.065, 21.033], [18.618, -3.768, 17.833], [16.119, -4.146, 16.431], [19.656, 2.667, 15.619], [15.282, 0.039, 14.528], [30.511, 5.670, 19.098], [19.629, -0.355, 20.755], [23.885, 0.572, 17.605], [14.980, -3.845, 17.327], [28.981, 4.644, 17.480], [20.530, 0.255, 19.792], [21.235, 4.166, 24.864], [16.923, 1.074, 13.261], [24.909, -0.917, 19.285], [18.295, 2.176, 11.814], [20.650, -3.792, 16.346], [22.906, 2.674, 23.620], [20.095, -5.677, 18.053], [22.409, 3.514, 19.821], [25.155, 7.065, 20.748], [16.457, 2.159, 20.901], [20.818, 1.677, 20.229], [15.455, -2.763, 18.238], [17.464, -1.073, 14.458], [29.176, 7.137, 17.572], [21.610, 1.048, 12.791], [19.795, 7.195, 16.735], [19.994, 0.149, 18.373], [14.639, -5.094, 18.113], [19.609, 4.924, 16.411], [26.063, 1.338, 18.815], [21.460, 3.116, 23.775], [25.958, 6.684, 19.522], [16.319, -0.660, 18.408], [16.739, 0.263, 14.502], [17.419, 2.861, 21.854], [27.468, 3.643, 16.072], [24.723, 0.573, 18.854], [19.552, -4.598, 17.084], [29.253, 5.841, 18.376], [20.513, 3.730, 16.264], [27.693, 2.110, 20.398], [21.925, 4.080, 15.592], [22.689, 0.334, 13.666], [17.844, 4.280, 21.421], [26.087, 7.377, 21.929], [22.156, -0.868, 14.424], [26.546, 6.429, 22.320], [21.900, 3.887, 14.505], [19.038, 0.675, 18.435], [15.500, 2.600, 20.727], [15.890, -0.851, 19.419], [18.709, 4.704, 16.988], [18.826, 7.287, 17.234], [21.175, 3.583, 22.848], [22.171, 5.135, 15.669], [21.961, 2.080, 12.542], [23.710, 1.088, 15.180], [22.686, 3.384, 15.901], [24.197, 1.087, 19.654], [27.476, 3.173, 20.180], [18.907, -5.071, 16.316], [20.149, 4.385, 24.964], [17.550, -1.510, 15.477], [20.757, -5.094, 18.745], [16.272, 1.172, 21.306], [20.581, -6.445, 17.443], [18.490, -0.844, 14.086], [15.536, -5.391, 18.672], [30.335, 6.041, 20.004], [17.369, -0.717, 18.497], [28.530, 5.826, 19.171], [29.824, 4.516, 16.716], [18.746, 4.616, 21.916], [21.048, -3.134, 17.141], [17.533, 2.935, 11.687], [25.604, 8.000, 22.684], [27.909, 2.083, 21.471], [19.281, -6.121, 18.675], [24.621, 7.988, 20.567], [21.854, 5.006, 24.719], [19.341, 5.397, 15.406], [23.603, -0.411, 17.437], [23.545, 0.150, 13.010], [20.400, 8.048, 17.133], [16.922, 2.902, 22.813], [23.127, 3.281, 20.617], [26.835, 0.837, 18.190], [26.412, 3.501, 15.894], [28.052, 3.756, 15.173], [14.376, -5.923, 17.453], [23.008, 1.045, 17.809], [14.938, -0.346, 15.399], [14.790, -2.531, 19.109], [21.500, 3.752, 25.864], [24.394, 5.204, 20.636], [18.242, 1.484, 10.933], [19.882, 1.883, 23.331], [20.598, 0.756, 17.639], [21.790, -1.648, 13.738], [28.633, 1.823, 19.820], [20.236, 1.862, 15.526], [23.583, 3.469, 23.556], [16.445, 0.564, 12.406], [26.561, 5.772, 19.705], [20.659, 3.313, 17.264], [22.799, 4.058, 18.933], [20.066, -0.389, 21.632], [21.149, 1.673, 21.286], [19.938, 2.359, 20.169], [17.068, 0.789, 15.387], [16.976, -1.862, 13.839], [25.326, -1.538, 18.484], [19.398, 2.972, 14.689], [14.101, -3.487, 16.777], [14.913, 0.971, 14.647], [22.998, 1.946, 22.759], [18.431, 1.254, 21.439], [23.928, -1.294, 19.588], [15.974, -5.069, 15.999], [21.655, 4.199, 20.252], [30.024, 7.164, 16.867], [13.816, -4.991, 18.810], [16.006, 0.303, 18.050], [17.057, 4.984, 21.596], [16.450, -2.981, 18.737], [16.958, 2.089, 19.914], [31.357, 5.994, 18.656], [29.370, 7.909, 18.331], [17.782, -3.915, 17.343], [22.885, -1.329, 15.120], [21.478, -0.341, 19.791], [25.603, -0.995, 20.187], [23.139, 2.074, 24.459], [19.818, -0.858, 17.989], [26.655, 7.494, 19.294], [21.306, 0.505, 11.826], [26.909, 7.961, 21.628], [19.515, 7.413, 15.654], [29.076, 3.729, 18.120], [16.388, 2.000, 13.330], [19.213, 2.746, 11.809], [25.893, 2.426, 18.487], [25.350, 6.665, 18.632], [20.149, -3.244, 15.597], [28.327, 7.103, 16.904], [18.035, 4.218, 20.315], [19.274, -1.296, 20.490], [16.061, -3.486, 15.665], [27.831, 2.697, 16.514], [21.367, -4.510, 15.907], [21.353, -0.435, 15.022], [20.685, 1.111, 13.357]]}

---

{"formula": "H30KO19P", "method": "ωB97M-V/def2-TZVPD", "charge": -2, "e_tot_ha": -2389.24316, "e_above_lowest_kcal_mol": 0.0, "multiplicity": 1, "homo_lumo_gap_ha": 0.2788, "lumo_ev": 3.45, "e_homo_ev": -4.132, "elements": ["K", "P", "O", "O", "O", "O", "O", "O", "O", "O", "O", "O", "O", "O", "O", "O", "O", "O", "O", "O", "O", "H", "H", "H", "H", "H", "H", "H", "H", "H", "H", "H", "H", "H", "H", "H", "H", "H", "H", "H", "H", "H", "H", "H", "H", "H", "H", "H", "H", "H", "H"], "positions_angstrom": [[-3.521, 1.046, 0.327], [-0.222, 0.112, 0.106], [-3.211, -1.885, 1.870], [1.204, 1.889, -3.552], [-1.155, -1.083, 0.502], [1.167, -0.217, 0.730], [1.628, -1.678, -2.379], [2.386, -2.629, 0.299], [-0.768, -0.661, -3.807], [-2.210, 2.174, -2.033], [2.881, 0.715, -1.224], [-1.826, 0.787, 3.172], [-0.211, -3.597, -0.174], [-0.815, 1.355, 0.792], [1.549, 1.522, 2.934], [0.346, -1.742, 3.059], [-2.165, 3.576, 1.331], [1.067, 2.955, -0.519], [-0.141, 0.331, -1.429], [-2.712, -1.102, -1.649], [3.598, -0.418, 2.024], [3.171, -0.053, -1.727], [-0.532, -2.708, 0.085], [0.397, 2.312, -3.855], [-2.117, -1.170, -0.861], [1.924, -1.758, 0.308], [1.392, -2.289, -1.668], [0.530, 2.484, 0.145], [0.732, -3.569, 0.041], [-0.571, -0.219, -2.943], [2.745, -0.393, 1.546], [3.520, 0.300, 2.659], [-2.044, -0.125, 2.955], [-1.862, 3.582, 2.243], [-0.369, -1.532, -3.714], [1.472, 2.266, -1.055], [-1.636, 2.824, -2.444], [-0.521, -2.095, 2.842], [0.948, 1.467, -2.712], [-1.584, 1.515, -1.667], [1.410, 0.888, 2.199], [2.205, 0.344, -0.622], [-1.751, 2.770, 0.952], [-1.297, 1.095, 2.407], [-3.700, -2.362, 1.195], [0.504, -1.067, 2.371], [-2.150, -0.759, -2.354], [0.671, 1.858, 3.125], [1.024, -0.911, -2.272], [-2.383, -1.581, 1.407], [3.001, -2.566, 1.036]]}

---

{"formula": "C6H13N", "method": "ωB97M-V/def2-TZVPD", "e_tot_ha": -291.12535, "e_above_lowest_kcal_mol": 21.0, "multiplicity": 1, "smiles": "C=C(C)CCCN", "homo_lumo_gap_ha": 0.3677, "lumo_ev": 1.01, "e_homo_ev": -8.995, "elements": ["N", "C", "C", "C", "C", "C", "C", "H", "H", "H", "H", "H", "H", "H", "H", "H", "H", "H", "H", "H"], "positions_angstrom": [[2.773, -0.544, 0.602], [-2.071, -1.333, 0.061], [1.778, -0.630, -0.499], [-1.639, 0.897, 1.185], [-0.564, 0.367, -1.016], [0.892, 0.625, -0.584], [-1.518, -0.127, 0.036], [0.766, 1.215, 0.335], [1.343, 1.265, -1.355], [2.418, -0.036, 1.400], [-0.586, -0.422, -1.803], [-0.830, 0.766, 1.879], [2.266, -0.764, -1.446], [3.537, 0.008, 0.227], [-0.865, 1.316, -1.420], [-2.552, -1.651, 0.979], [-2.554, 0.648, 1.756], [-2.059, -2.012, -0.786], [1.124, -1.499, -0.337], [-1.659, 1.910, 0.786]]}